C28H44Cl2NOsP | ωB97M-V/def2-TZVPD

Computed properties:
- 2S+1 = 5
- relative energy (zero: lowest compared OMol25 entry of this formula, charge and spin) (eV) = 2.741
- HOMO-LUMO gap (spin up / spin down) (eV) = 4.39 / 4.68
- ⟨S²⟩ = 6.041
- E_HOMO (spin up / spin down) (eV) = -4.1 / -6.3
- DFT total energy (eV) = -68035.2695
- F_max (eV/A) = 7.56

Positions of all 77 atoms, in Å:
P  -1.53530  -0.39837  -0.26524
C  -0.99160  -1.45158  -1.69055
C  -2.32884  -1.96901  -2.18041
C  -2.05663  -2.92093  -3.33485
C  -1.16931  -2.28785  -4.41385
C  0.12460  -1.63982  -3.89574
C  -0.14846  -0.69022  -2.74051
C  -1.71530  1.43943  -0.40069
C  -3.02383  1.49820  -1.14687
C  -3.43868  2.96236  -1.12786
C  -2.34136  3.90267  -1.63947
C  -0.95072  3.68696  -1.01950
C  -0.53415  2.22013  -1.04054
C  -2.48548  -1.23550  1.09497
C  -1.85847  -2.62987  1.40813
C  -2.80418  -3.32238  2.39296
C  -3.10682  -2.49302  3.64368
C  -3.43219  -1.02715  3.36363
C  -2.47631  -0.35240  2.37838
H  -0.30948  -2.20756  -1.21894
H  -2.91733  -1.09929  -2.47697
H  -2.85993  -2.49194  -1.35993
H  -3.03610  -3.24478  -3.71187
H  -1.55454  -3.78730  -2.90620
H  -0.92649  -3.04301  -5.14095
H  -1.75518  -1.50234  -4.92104
H  0.80406  -2.42498  -3.53433
H  0.64704  -1.10057  -4.67975
H  0.78973  -0.32328  -2.26416
H  -0.72452  0.17897  -3.07233
H  -1.74529  1.80654  0.65468
H  -3.66201  3.18762  -0.08068
H  -3.78146  0.86964  -0.66299
H  -2.84396  1.12523  -2.16827
H  -4.37758  3.02721  -1.70120
H  -2.66086  4.92149  -1.46252
H  -2.25367  3.76226  -2.72515
H  -0.19279  4.29467  -1.53379
H  -0.96004  4.01991  0.02179
H  0.38680  2.00420  -0.46231
H  -0.36130  1.86657  -2.06651
H  -3.53149  -1.33701  0.68467
H  -1.74142  -3.23887  0.50268
H  -0.82361  -2.53180  1.82562
H  -3.74145  -3.48325  1.83792
H  -2.42452  -4.30693  2.66443
H  -2.23108  -2.54121  4.31290
H  -3.93341  -2.94290  4.17702
H  -3.47251  -0.45299  4.30492
H  -4.41972  -0.95891  2.90781
H  -2.82039  0.66557  2.16022
H  -1.44754  -0.23317  2.79904
Os  2.00547  -0.43535  1.70514
Cl  0.91726  1.38788  2.60952
Cl  1.87436  -2.56419  0.80397
C  2.92750  0.10530  0.20924
H  2.97648  -0.65232  -0.62934
C  3.31547  1.41639  -0.52649
C  3.07592  2.62826  0.12734
C  3.66733  3.81885  -0.33512
C  4.45706  3.79311  -1.50020
C  4.60040  2.59429  -2.22824
C  3.99115  1.42203  -1.78710
H  2.51307  2.62891  1.04959
H  3.55462  4.73691  0.22370
H  5.22286  2.59446  -3.11838
H  4.12468  0.50998  -2.31588
H  4.96395  4.72696  -1.84368
C  5.98637  -1.75726  4.18881
C  4.92576  -0.75882  4.65218
C  4.19771  -0.59064  3.51065
N  3.48038  -0.43594  2.62237
H  5.56423  -2.71694  3.90529
H  6.70581  -1.90366  4.98356
H  6.51207  -1.39164  3.30019
H  4.28474  -1.14839  5.44176
H  5.31043  0.22242  4.86167

---

C5H6NP | ωB97M-V/def2-TZVPD

Computed properties:
- 2S+1 = 1
- relative energy (zero: lowest compared OMol25 entry of this formula, charge and spin) (eV) = 4.892
- HOMO-LUMO gap (spin up / spin down) (eV) = 8.08 / 8.08
- E_HOMO (spin up / spin down) (eV) = -9.0 / -9.0
- DFT total energy (eV) = -16055.3324
- SMILES = [H]/N=C1\C(=P/[H])[C@@H]1C=C
- F_max (eV/A) = 3.84

Positions of all 13 atoms, in Å:
H  -2.32456  2.81722  0.79590
N  -1.42976  2.69200  0.41573
C  -0.88949  1.54072  0.43182
C  -1.24841  0.16647  0.01660
P  -2.60130  -0.74091  -0.31674
H  -2.84643  -0.77790  1.12522
C  -0.03412  0.88582  -0.55757
C  1.13107  0.02182  -0.25640
C  1.16634  -1.27932  -0.05918
H  0.00772  1.50238  -1.43943
H  2.06620  0.66126  -0.40509
H  1.93052  -1.98917  0.42635
H  0.15737  -1.78418  -0.15112

---

C9H11FN2OS | ωB97M-V/def2-TZVPD

Computed properties:
- 2S+1 = 1
- relative energy (zero: lowest compared OMol25 entry of this formula, charge and spin) (eV) = 6.089
- HOMO-LUMO gap (eV) = 8.49
- E_HOMO (eV) = -8.6
- DFT total energy (eV) = -28085.9196
- F_max (eV/A) = 4.26

Positions of all 25 atoms, in Å:
C  1.26300  -1.09097  -0.10632
C  2.47766  0.91686  0.30032
C  2.50379  -0.38524  0.18726
C  0.05452  -0.52642  0.14164
C  -1.19327  -1.48106  0.06635
C  1.22220  1.65897  0.68824
C  -0.06123  0.87547  0.47991
C  3.78774  -1.13281  -0.07531
C  -4.32308  0.61230  -1.26268
N  -2.33061  -0.76652  -0.33796
N  -3.31624  -0.30545  0.17191
O  -1.10991  -2.67644  0.09026
F  -0.77838  1.39546  -0.57267
S  -3.67673  -0.09729  1.67061
H  1.40868  -2.11800  -0.35735
H  3.24334  1.53135  0.07273
H  1.36777  1.83346  1.82387
H  1.06047  2.64852  0.21951
H  -0.65029  0.98721  1.38818
H  4.67331  -0.66015  0.29889
H  3.90349  -1.11144  -1.10098
H  3.59637  -2.03007  0.35136
H  -5.13331  -0.20356  -1.16475
H  -3.53300  0.45645  -1.98008
H  -4.45628  1.66937  -0.99293

---

C4H13O4 | ωB97M-V/def2-TZVPD

Computed properties:
- 2S+1 = 1
- relative energy (zero: lowest compared OMol25 entry of this formula, charge and spin) (eV) = 2.222
- HOMO-LUMO gap (eV) = 8.03
- E_HOMO (eV) = -4.1
- DFT total energy (eV) = -12548.0104
- F_max (eV/A) = 5.03
- charge = -1

Positions of all 21 atoms, in Å:
C  1.19153  1.25187  0.08622
C  2.08659  0.09469  0.48100
C  1.40084  -1.29990  0.86640
O  0.52218  -1.27447  1.92834
C  0.21719  0.74221  -1.09579
O  -1.06755  0.87771  -0.68218
H  0.48406  1.60944  0.95639
H  1.94553  1.93022  -0.13411
H  2.72961  0.46298  1.25902
H  2.45730  -0.20198  -0.46653
H  0.98416  -1.58078  -0.05712
H  2.16011  -2.07755  1.11316
H  0.60998  -0.35713  -1.37463
H  0.38539  1.55363  -1.69940
H  -1.64010  -0.15334  0.29955
H  -0.43423  -1.20675  1.70176
H  -2.68668  -1.22912  0.39682
O  -2.15042  -0.76552  1.00794
H  -3.64955  0.78690  -1.15044
H  -2.28324  0.36018  -1.54473
O  -3.26271  0.47672  -1.89166

---

C24H30N3O | ωB97M-V/def2-TZVPD

Computed properties:
- 2S+1 = 1
- relative energy (zero: lowest compared OMol25 entry of this formula, charge and spin) (eV) = 0.693
- HOMO-LUMO gap (eV) = 7.27
- E_HOMO (eV) = -10.7
- DFT total energy (eV) = -31885.9461
- F_max (eV/A) = 2.97
- charge = +1

Positions of all 58 atoms, in Å:
C  -0.44098  1.94045  -2.93931
C  0.79355  1.58781  -2.20559
N  1.89088  1.05738  -2.81513
C  2.03456  0.87447  -4.24740
C  2.88217  0.77460  -1.87432
C  2.38410  1.15718  -0.60116
C  3.16901  0.93230  0.53078
C  4.38733  0.25532  0.37483
C  4.82930  -0.16822  -0.89847
C  4.08742  0.11411  -2.05012
C  1.03306  1.62458  -0.83476
C  0.13599  2.15317  0.15577
C  0.14336  1.51568  1.47078
C  -0.17014  2.10454  2.70634
C  -0.70744  3.43997  3.06080
N  0.05266  1.20303  3.69674
C  -0.09471  1.45241  5.11470
C  0.45196  -0.01475  3.16142
C  0.48082  0.11620  1.75202
C  0.79452  -1.03109  1.00491
C  1.18914  -2.19428  1.68359
C  1.23242  -2.24417  3.09039
C  0.79772  -1.16159  3.86493
H  -1.29447  1.91932  -2.25539
H  -0.39166  2.94912  -3.37862
H  -0.64801  1.21947  -3.74214
H  2.98366  0.36549  -4.42376
H  1.20352  0.27375  -4.64754
H  2.04030  1.85459  -4.74768
H  2.81203  1.20414  1.52711
H  5.00951  0.05502  1.25692
H  5.76901  -0.70052  -0.98432
H  4.42067  -0.12339  -3.05549
H  -0.88733  2.42683  -0.18516
H  -1.13837  3.92993  2.18545
H  -1.51444  3.36578  3.80116
H  0.05976  4.10449  3.47880
H  0.15301  0.53198  5.64076
H  0.59210  2.23853  5.44604
H  -1.12150  1.73501  5.37159
H  0.70155  -1.03399  -0.07959
H  1.46978  -3.08002  1.10281
H  1.59534  -3.13603  3.58700
H  0.74436  -1.17846  4.95291
C  -0.18053  7.40014  -2.10867
C  -0.52615  6.15099  -1.29544
O  -1.57599  5.56886  -2.09223
C  0.66812  5.25361  -1.05405
N  0.60026  4.11981  -0.05175
H  0.63137  7.98607  -1.66128
H  0.12714  7.13463  -3.13321
H  -1.04277  8.08116  -2.20490
H  -0.93109  6.50066  -0.33601
H  -2.09147  4.92881  -1.56465
H  0.96509  4.81077  -2.01131
H  1.49888  5.89869  -0.72615
H  1.47429  4.10436  0.49671
H  -0.20391  4.21569  0.56099

---

C34H63N2O16PSi2 | ωB97M-V/def2-TZVPD

Computed properties:
- 2S+1 = 1
- HOMO-LUMO gap (eV) = 8.44
- E_HOMO (eV) = -8.0
- DFT total energy (eV) = -97062.0764
- F_max (eV/A) = 6.01

Positions of all 118 atoms, in Å:
C  -1.46945  -5.72957  -3.61584
C  -2.20663  -5.83929  -2.14188
C  -2.06011  -4.43615  -1.24390
N  -1.68160  -3.32100  -2.19335
Si  -2.68105  -1.84123  -1.97642
C  -4.57845  -2.34712  -2.00032
C  -5.33459  -2.06601  -0.56564
N  -6.73226  -2.15517  -0.59232
O  -2.49081  -0.69829  -3.31952
Si  -1.05490  0.29730  -3.12456
O  -0.37132  0.30891  -1.50459
C  0.50237  1.47414  -1.27535
C  -0.34353  2.91235  -1.15964
O  -0.00350  3.67698  0.05014
C  0.78611  4.88143  -0.24878
C  2.38033  4.55377  0.06605
P  0.36582  -0.21065  -4.72701
C  -0.26564  0.81636  -6.25429
O  1.96672  0.41186  -4.43039
H  -1.53761  -6.76107  -4.19565
H  -0.32775  -5.52091  -3.45091
H  -1.96501  -4.90237  -4.31697
H  -1.68205  -6.74536  -1.58396
H  -3.33307  -6.14836  -2.28168
H  -1.22777  -4.67444  -0.42567
H  -3.07266  -4.28669  -0.67666
H  -0.65641  -3.11854  -2.18051
H  -2.43913  -1.10513  -0.74278
H  -5.16498  -1.80457  -2.88153
H  -4.59673  -3.51601  -2.17257
H  -4.79086  -1.83423  0.44898
H  -7.11826  -1.96211  0.35785
H  -1.48819  1.69277  -3.39278
H  1.32229  1.60800  -2.12641
H  1.10578  1.39122  -0.26676
H  -0.14805  3.46664  -2.17158
H  -1.52131  2.72819  -1.11273
H  0.60010  5.32631  -1.31494
H  0.47700  5.70976  0.55331
H  3.10258  4.95627  -0.76988
H  2.69676  5.09827  1.07801
H  2.46905  3.38567  0.23908
H  -0.73606  1.84123  -5.86406
H  0.61476  1.11195  -6.96644
H  -1.06060  0.23635  -6.89556
H  2.54202  -0.30808  -4.01603
O  2.60252  4.18298  2.89187
C  2.55423  3.06421  3.37582
O  3.58812  2.46644  4.03758
C  3.22045  1.12836  4.36947
C  1.71426  1.11515  4.35760
C  1.38342  2.13212  3.29472
H  3.64801  0.45279  3.62116
H  3.62301  0.86847  5.35284
H  1.29397  0.12510  4.16188
H  1.33259  1.45931  5.32656
H  1.35209  1.68349  2.29795
H  0.44875  2.65300  3.51495
O  0.76566  -6.97801  -5.24826
C  0.79241  -6.75901  -6.44806
O  1.08506  -7.69752  -7.39556
C  1.13234  -7.07083  -8.67650
C  0.32101  -5.80990  -8.53258
C  0.55829  -5.42690  -7.09369
H  2.17853  -6.86573  -8.92663
H  0.71249  -7.74223  -9.43120
H  0.60550  -5.03125  -9.24528
H  -0.74222  -6.03372  -8.68242
H  1.45494  -4.81156  -6.97891
H  -0.31244  -4.92742  -6.66267
O  5.21761  0.45123  7.17406
C  5.66281  1.58466  7.24700
O  5.99732  2.20661  8.41553
C  6.37752  3.55334  8.13705
C  6.77914  3.56116  6.68531
C  5.87857  2.50980  6.08781
H  5.52088  4.20618  8.33491
H  7.20446  3.84573  8.79073
H  6.67701  4.54308  6.21567
H  7.82542  3.24673  6.58813
H  4.91582  2.92638  5.77897
H  6.36225  1.99308  5.25566
O  -1.38326  1.82703  -8.71597
C  -2.45985  2.36663  -8.52105
O  -3.43153  1.87156  -7.69951
C  -4.59110  2.69742  -7.79508
C  -4.09264  4.02601  -8.30036
C  -2.92873  3.63156  -9.17393
H  -5.29811  2.22813  -8.48724
H  -5.06296  2.78570  -6.81214
H  -4.85903  4.60166  -8.82612
H  -3.73217  4.63114  -7.45959
H  -3.24464  3.40985  -10.19709
H  -2.14539  4.39296  -9.16646
O  -5.07971  -7.05084  1.06238
C  -6.15629  -6.51125  1.25730
O  -7.12797  -7.00631  2.07885
C  -8.28755  -6.18045  1.98327
C  -7.78908  -4.85186  1.47800
C  -6.62518  -5.24631  0.60442
H  -8.99455  -6.64974  1.29112
H  -8.75940  -6.09217  2.96622
H  -8.55547  -4.27621  0.95224
H  -7.42861  -4.24673  2.31877
H  -6.94109  -5.46802  -0.41874
H  -5.84183  -4.48491  0.61190
O  7.76893  5.76038  9.94441
C  7.07032  6.00296  10.91460
O  6.81349  7.25930  11.38349
C  6.05587  7.16352  12.58873
C  5.40020  5.80830  12.53976
C  6.41103  4.97931  11.78848
H  6.73820  7.26472  13.43923
H  5.31973  7.97178  12.62675
H  5.15741  5.41153  13.52909
H  4.47033  5.86674  11.96103
H  7.15925  4.54522  12.45747
H  5.92829  4.20269  11.19078

---

C7H14N2 | ωB97M-V/def2-TZVPD

Computed properties:
- 2S+1 = 1
- relative energy (zero: lowest compared OMol25 entry of this formula, charge and spin) (eV) = 1.347
- HOMO-LUMO gap (eV) = 9.39
- E_HOMO (eV) = -8.5
- DFT total energy (eV) = -10465.0202
- SMILES = Cc1c[nH]cn1.CCC
- F_max (eV/A) = 4.47

Positions of all 23 atoms, in Å:
C  0.98231  0.90432  -2.24576
C  -0.26409  1.46218  -1.68515
C  -0.48323  2.80010  -1.34435
N  -1.76940  2.83409  -0.81412
C  -2.23360  1.53134  -0.84325
N  -1.36947  0.70368  -1.39456
H  0.80005  0.08180  -2.96053
H  1.56832  0.60717  -1.34229
H  1.59569  1.57104  -2.88859
H  0.23791  3.50521  -1.28715
H  -2.16982  3.54291  -0.26790
H  -3.22786  1.22299  -0.43832
C  1.12676  -1.76885  0.36856
C  1.03223  -2.19751  1.88838
C  -0.36881  -1.98922  2.52479
H  1.81406  -0.94911  0.35670
H  1.38864  -2.61283  -0.29212
H  0.22121  -1.29181  -0.08215
H  1.55602  -3.10077  2.19017
H  1.59181  -1.37003  2.33578
H  -0.21343  -1.27630  3.45530
H  -1.04234  -1.27952  1.97537
H  -0.77295  -2.93089  2.79120

---

C5H11N3 | ωB97M-V/def2-TZVPD

Computed properties:
- 2S+1 = 1
- relative energy (zero: lowest compared OMol25 entry of this formula, charge and spin) (eV) = 1.926
- HOMO-LUMO gap (eV) = 8.52
- E_HOMO (eV) = -7.7
- DFT total energy (eV) = -9831.9799
- SMILES = C=C(N)/N=C\N(C)C
- F_max (eV/A) = 2.80

Positions of all 19 atoms, in Å:
C  -2.45385  -0.62788  -0.12210
C  -1.37421  -0.60813  0.67131
N  -0.74609  -1.77769  1.02278
N  -1.05728  0.57899  1.36830
C  -0.01849  1.19041  0.92403
N  0.82234  0.84594  -0.13003
C  2.18223  0.41781  0.15813
C  0.35229  0.63578  -1.48837
H  -2.85479  -1.55505  -0.51153
H  -2.96674  0.29225  -0.37629
H  -0.76451  -2.48414  0.29831
H  0.11717  -1.58519  1.51662
H  0.39580  2.02198  1.51913
H  2.59173  0.95989  1.01664
H  2.85680  0.59584  -0.68440
H  2.19291  -0.65333  0.38294
H  -0.58512  1.17000  -1.67079
H  0.22094  -0.43097  -1.68882
H  1.08888  1.01347  -2.20586